(1)
88
Properties=species:S:1:pos:R:3 method="wB97M-V/def2-TZVPD" charge=+3
Ti -0.713 -0.812 0.540
C -0.524 -4.705 2.464
C -1.189 -3.384 2.309
O -0.731 -2.542 1.477
N -2.272 -3.098 2.996
C -3.049 -1.871 2.803
C -2.327 -0.622 3.253
C -2.609 -0.082 4.494
C -1.960 1.068 4.918
C -1.041 1.665 4.070
C -0.814 1.089 2.838
N -1.430 -0.035 2.424
H -0.723 -5.290 1.563
H -0.888 -5.255 3.329
H 0.553 -4.565 2.538
H -2.608 -3.783 3.659
H -3.958 -1.978 3.388
H -3.342 -1.795 1.759
H -3.343 -0.561 5.128
H -2.177 1.493 5.889
H -0.519 2.570 4.345
H -0.124 1.542 2.140
F -5.078 -2.036 -2.830
C -4.556 -2.072 -1.633
F -4.312 -3.312 -1.250
F -5.330 -1.465 -0.750
S -2.950 -1.140 -1.657
O -3.163 0.212 -2.031
O -2.479 -1.315 -0.225
N -2.067 -1.995 -2.611
S -0.534 -2.227 -2.459
O 0.255 -1.749 -3.537
O -0.050 -1.772 -1.120
C -0.383 -4.069 -2.346
F -1.081 -4.457 -1.280
F 0.889 -4.364 -2.183
F -0.866 -4.608 -3.435
C 2.916 0.336 4.802
Ge 2.577 -1.506 4.262
C 3.904 -2.725 4.978
C 0.766 -2.024 4.789
C 2.737 -1.794 2.283
Se 1.933 -0.687 0.893
C 2.410 1.112 1.447
H 3.103 0.336 5.877
H 2.062 0.989 4.621
H 3.800 0.753 4.320
H 3.851 -2.726 6.067
H 4.909 -2.418 4.689
H 3.739 -3.744 4.629
H 0.647 -1.888 5.865
H 0.588 -3.078 4.572
H 0.015 -1.413 4.287
H 2.379 -2.797 2.040
H 3.795 -1.781 2.016
H 2.108 1.294 2.472
H 1.927 1.807 0.763
H 3.490 1.201 1.352
C 1.147 1.214 -7.785
O 1.046 1.433 -6.366
C 1.531 2.583 -5.867
C 2.078 3.630 -6.601
C 2.562 4.745 -5.937
C 2.531 4.837 -4.546
C 1.988 3.807 -3.809
C 1.466 2.702 -4.472
N 0.956 1.563 -3.790
C 0.243 1.434 -2.722
C -0.480 2.420 -1.947
C -0.873 3.666 -2.451
C -1.728 4.485 -1.738
C -2.212 4.075 -0.502
C -1.856 2.840 0.019
C -1.003 2.024 -0.700
O -0.701 0.785 -0.194
H 2.189 1.245 -8.101
H 0.560 1.958 -8.322
H 0.735 0.226 -7.958
H 2.132 3.577 -7.678
H 2.987 5.554 -6.515
H 2.946 5.702 -4.049
H 1.982 3.847 -2.728
H 1.181 0.688 -4.267
H 0.135 0.405 -2.411
H -0.528 3.983 -3.424
H -2.030 5.437 -2.151
H -2.887 4.713 0.053
H -2.265 2.497 0.959

---

(2)
2 unconnected molecules or ions with the total composition C3H2N2O3 at a distorted geometry. Source: the Open Molecules 2025 dataset; level of theory: ωB97M-V with the def2-TZVPD basis set.

Structure (XYZ):
```
10
C3H2N2O3 | the Open Molecules 2025 dataset | ωB97M-V with the def2-TZVPD basis set
C -1.879 -0.510 -0.697
C -0.120 -0.185 0.605
C 2.430 0.842 0.706
N -1.097 0.215 -1.404
N 0.007 0.418 -0.662
O 0.617 -0.142 1.539
O 3.255 0.198 1.183
O -1.308 -0.864 0.545
H -2.834 -0.758 -0.990
H 0.929 0.787 -0.824
```

---

ΔE to the lowest compared entry with this formula, charge and spin values, unit kJ/mol, following the record order: 0.0; 226.9.
DFT total energy values, unit hartree, following the record order: -8595.5820; -450.7168.
Frontier orbital gap values, unit eV, following the record order: 5.44; 10.82.